Below is C12H13MgN as an isolated structure at a distorted geometry, with properties calculated with ωB97M-V/def2-TZVPD.

Results
HOMO level = -0.2858 Eh
ΔE to the lowest compared entry with this formula, charge and spin = 0.0 kJ/mol
LUMO = -0.193 eV
HOMO-LUMO gap = 7.584 eV

Last column: Löwdin charge in e.
Geometry (Å):
Mg: -1.2374 0.2551 -1.0811  0.69
C: -0.9993 -0.3821 -5.0512  -0.15
H: -2.1612 -0.1775 -4.7917  0.02
H: -0.8111 -1.3868 -4.5114  0.01
H: -0.5140 0.2434 -4.2448  -0.05
H: -0.5897 -0.3344 -6.1816  0.06
H: -2.5527 -0.3309 -2.3502  -0.14
C: 2.1974 2.8427 0.1390  -0.08
C: 2.4702 2.4378 1.4199  -0.04
C: 1.7211 1.4052 1.9173  0.00
C: 0.7218 0.8177 1.1384  -0.18
N: 0.4757 1.2760 -0.1341  0.01
C: 1.2393 2.2565 -0.6079  -0.14
C: -0.0714 -0.3896 1.5883  -0.22
C: 0.0462 -1.0736 2.8587  -0.04
C: -0.6741 -2.2280 3.1198  -0.10
C: -1.5296 -2.7199 2.1511  -0.10
C: -1.6447 -2.1281 0.8790  -0.12
C: -0.9333 -0.9463 0.6631  -0.22
H: 2.7584 3.5980 -0.3532  0.10
H: 3.2282 2.9196 1.9770  0.11
H: 1.9650 0.9630 2.8773  0.11
H: 1.0222 2.5237 -1.6200  0.11
H: 0.7800 -0.5735 3.4761  0.08
H: -0.5565 -2.6259 4.1272  0.10
H: -2.0260 -3.6176 2.4025  0.08
H: -2.3245 -2.6244 0.1925  0.09